Below is C3HClFNOS in the gas phase at a distorted geometry, with properties calculated with ωB97M-V/def2-TZVPD.

Geometry as XYZ:
```
9
Properties=species:S:1:pos:R:3:forces:R:3:lowdin_charge:R:1
F -1.0805 2.4441 0.0576 -1.4 1.5 -1.3 0.157
C -0.3461 1.4265 0.3045 -0.4 -1.9 -0.7 -0.445
N 0.4068 1.5275 1.3102 1.3 -0.4 1.2 0.141
O 1.0209 0.3093 1.4490 -0.7 -1.6 -1.3 -0.063
C 0.5227 -0.5354 0.4449 0.7 0.5 0.4 -0.676
Cl 1.2262 -2.1285 0.4466 -0.7 1.2 -0.1 0.716
C -0.3668 0.1190 -0.3757 1.4 0.6 2.1 -0.581
S -1.2366 -0.2108 -1.8314 -0.2 -2.3 -0.4 0.799
H -1.2078 -1.6659 -1.8155 0.1 2.3 0.2 -0.048
```
Forces are in eV/Å.

Calculated values
**SMILES**: Fc1noc(Cl)c1S
**E_HOMO**: -9.31 eV
**Orbital gap**: 9.555 eV
**Total charge**: 0
**F_max**: 2.580 eV/A

***

Below is a molecular structure, C3HClFO2 at a distorted geometry, with properties calculated with ωB97M-V/def2-TZVPD.

Geometry as XYZ:
```
8
Properties=species:S:1:pos:R:3:forces:R:3:lowdin_charge:R:1
C -0.3724 0.7035 -0.2201 0.3 3.1 0.4 -0.215
C -1.5064 0.2317 0.1596 -0.4 -3.2 -0.7 -0.662
C -1.4287 -1.6844 -0.0540 -0.8 2.6 0.7 -0.688
O -0.4823 -2.0557 0.5793 1.0 -1.1 0.2 -0.002
O -2.3570 -2.0447 -0.7272 -0.3 -0.5 -0.4 -0.004
F -0.0197 2.0821 -0.3653 -0.5 -0.8 -0.1 -0.117
Cl -3.0084 0.9481 0.3231 -0.9 0.9 0.1 0.617
H 0.4984 0.1491 -0.1964 1.6 -1.1 -0.3 0.070
```
Forces are in eV/Å.

Calculated values
**E_HOMO**: -4.06 eV
**Orbital gap**: 7.784 eV
**Total charge**: -1
**F_max**: 3.347 eV/A

***

Below is a gas-phase ion, C3HClFO2 (charge -1) at a distorted geometry, with properties calculated with ωB97M-V/def2-TZVPD.

Geometry as XYZ:
```
8
Properties=species:S:1:pos:R:3:forces:R:3:lowdin_charge:R:1
O 1.7523 -1.4310 -0.1531 2.5 -0.6 -2.1 0.006
C 0.9074 -1.0696 0.5958 -3.5 1.4 0.3 -0.796
O 0.5676 -1.3399 1.7302 0.0 -0.1 1.5 -0.043
C -0.3252 -0.0823 -0.1160 1.4 -0.6 0.0 -0.560
Cl -1.7748 -0.9507 -0.4125 -0.6 -0.4 -0.1 0.630
C -0.2618 1.1798 -0.4842 -3.0 -2.0 -0.2 -0.224
F -1.3318 1.9045 -0.9602 0.0 -0.2 -0.2 -0.072
H 0.4664 1.7892 -0.2000 3.3 2.5 0.8 0.058
```
Forces are in eV/Å.

Calculated values
**SMILES**: O=C([O-])/C(Cl)=C/F
**E_HOMO**: -4.60 eV
**Orbital gap**: 8.383 eV
**Total charge**: -1
**F_max**: 4.205 eV/A

***

Below is C3HF2NO in the gas phase at a distorted geometry, with properties calculated with ωB97M-V/def2-TZVPD.

Geometry as XYZ:
```
8
Properties=species:S:1:pos:R:3:forces:R:3:lowdin_charge:R:1
N -1.6470 1.8969 -0.3415 -1.1 2.0 -0.7 0.211
C -1.1524 0.9183 -0.0783 1.2 -1.8 0.9 -0.085
C -0.3685 -0.2592 0.3522 0.5 0.0 -2.5 -0.538
F -0.9433 -1.3687 -0.1505 -0.5 -0.4 0.4 0.120
F -0.2949 -0.3121 1.6606 0.2 -0.2 1.1 0.156
C 1.0565 -0.2607 -0.3164 3.6 0.0 0.0 -0.132
O 1.3262 -0.6218 -1.4348 -1.6 0.4 1.0 0.101
H 2.0234 0.0074 0.3087 -2.2 -0.1 -0.2 0.167
```
Forces are in eV/Å.

Calculated values
**SMILES**: N#CC(F)(F)C=O
**E_HOMO**: -11.21 eV
**Orbital gap**: 10.778 eV
**Total charge**: 0
**F_max**: 3.573 eV/A

***

Below is C3HF5I2 in the gas phase at a distorted geometry, with properties calculated with ωB97M-V/def2-TZVPD.

Geometry as XYZ:
```
11
Properties=species:S:1:pos:R:3:forces:R:3:lowdin_charge:R:1
F -1.7499 1.7470 0.2373 -0.2 1.0 0.1 -0.003
C -0.9600 0.7371 0.5777 0.4 -1.6 0.0 -0.687
I -2.2447 -0.9053 1.2759 0.4 0.5 -0.3 0.881
C -0.1005 0.3266 -0.6154 0.5 -2.6 -0.6 -0.559
F 0.5766 1.3025 -1.2292 0.0 0.8 0.9 0.124
F -0.8391 -0.2260 -1.6221 -0.3 -0.1 0.5 0.075
C 1.0299 -0.8031 -0.2533 -0.2 1.4 0.3 -0.810
F 1.7915 -0.8366 -1.3518 0.1 -0.4 0.5 0.065
F 0.5873 -2.0329 0.0196 -0.2 0.5 -0.5 0.004
I 2.1878 -0.1730 1.5366 -0.1 -0.2 -0.8 0.913
H -0.2789 0.8637 1.4247 -0.5 0.8 -0.1 -0.002
```
Forces are in eV/Å.

Calculated values
**SMILES**: F[C@@H](I)C(F)(F)C(F)(F)I
**E_HOMO**: -10.18 eV
**Orbital gap**: 9.776 eV
**Total charge**: 0
**F_max**: 2.743 eV/A

***

Below is 2 unconnected molecules or ions with the total composition C3HF5O at a distorted geometry, with properties calculated with ωB97M-V/def2-TZVPD.

Geometry as XYZ:
```
10
Properties=species:S:1:pos:R:3:forces:R:3:lowdin_charge:R:1
F -1.3627 -1.6486 -1.2543 0.0 0.5 1.3 0.006
C -1.6361 -1.0566 -0.0425 -0.7 -0.5 -0.4 -0.031
C -1.0431 0.0911 0.2706 -1.6 -0.2 0.6 -0.361
F -1.3770 0.8273 1.3392 0.5 -0.7 -0.6 0.129
F -0.1981 0.7166 -0.5008 -0.3 0.2 -0.3 0.147
H -2.4550 -1.5558 0.5397 1.2 0.7 -0.6 0.147
O 2.0651 1.7917 0.5274 0.4 -3.4 -1.0 0.174
C 2.0498 0.7196 -0.0348 -0.5 3.0 1.2 -0.573
F 2.1453 0.5898 -1.3290 0.5 -0.3 -0.2 0.188
F 1.8117 -0.4750 0.4845 0.6 0.6 0.1 0.174
```
Forces are in eV/Å.

Calculated values
**SMILES**: FC=C(F)F.O=C(F)F
**E_HOMO**: -10.33 eV
**Orbital gap**: 11.017 eV
**Total charge**: 0
**F_max**: 3.547 eV/A

***

Below is C3HF6NO in the gas phase at a distorted geometry, with properties calculated with ωB97M-V/def2-TZVPD.

Geometry as XYZ:
```
12
Properties=species:S:1:pos:R:3:forces:R:3:lowdin_charge:R:1
F 1.6063 1.7545 -0.0133 1.3 -0.5 -1.2 0.121
C 0.3350 1.4808 0.2082 -1.7 4.9 2.4 -0.308
O -0.4986 1.0286 -0.8143 0.8 -0.2 -1.3 0.105
N -0.6987 -0.2186 -0.1554 -0.9 -0.8 1.9 0.119
C -0.3772 -1.3688 -0.8615 0.2 -3.3 -2.4 -0.560
F -0.8033 -2.5470 -0.3273 0.8 1.3 1.6 0.144
F -1.0761 -1.4374 -2.0210 1.2 1.6 -0.1 0.150
F 0.9805 -1.5350 -1.0840 -1.6 0.4 -0.2 0.127
C 0.0865 0.2411 1.0025 -0.2 0.4 0.1 -0.451
F -0.6979 0.4775 2.0736 0.6 -0.8 -0.2 0.154
F 1.2082 -0.4042 1.3235 -0.8 -0.4 0.3 0.182
H -0.0647 2.5286 0.6691 0.4 -2.6 -1.0 0.218
```
Forces are in eV/Å.

Calculated values
**SMILES**: F[C@H]1ON(C(F)(F)F)C1(F)F
**E_HOMO**: -11.47 eV
**Orbital gap**: 12.255 eV
**Total charge**: 0
**F_max**: 5.712 eV/A

***

Below is a molecular structure, C3HFLiO2 at a distorted geometry, with properties calculated with ωB97M-V/def2-TZVPD.

Geometry as XYZ:
```
8
Properties=species:S:1:pos:R:3:forces:R:3:lowdin_charge:R:1
H 2.9852 -1.0074 0.2288 -0.6 1.3 -0.3 0.209
C 1.6430 -0.4602 0.6856 0.5 -0.8 -1.0 0.083
C 2.4472 0.1505 -0.0897 -1.1 0.6 1.6 -0.294
F 2.8081 1.3277 -0.4695 1.0 -1.0 -0.5 0.162
O -4.1234 0.9665 -0.3080 0.6 -0.5 0.0 0.303
C -3.1664 0.3504 -0.1478 -1.4 1.0 0.1 -0.353
O -2.1928 -0.2527 0.0608 1.0 -0.6 -0.1 0.109
Li -0.4010 -1.0748 0.0397 0.0 0.0 0.3 0.782
```
Forces are in eV/Å.

Calculated values
**E_HOMO**: -15.98 eV
**Orbital gap**: 10.852 eV
**Total charge**: +1
**F_max**: 2.045 eV/A

***

Below is a gas-phase ion, C3HFN5O (charge -1) at a distorted geometry, with properties calculated with ωB97M-V/def2-TZVPD.

Geometry as XYZ:
```
11
Properties=species:S:1:pos:R:3:forces:R:3:lowdin_charge:R:1
C -1.4980 0.9480 1.1111 -3.2 -0.4 1.4 -0.397
C -0.7287 1.1150 -0.0237 2.1 0.4 -2.3 -0.051
C -2.0989 -1.3065 0.6453 -1.1 -1.5 -0.8 -0.476
N -2.3402 -0.0274 1.1181 0.9 -0.8 -0.1 0.206
N -3.0426 -1.9297 -0.1482 -2.0 4.3 0.9 -0.050
N -2.6685 -3.0778 -0.4129 1.6 -2.4 -0.4 -0.144
N -1.4839 -3.2928 0.2287 -0.2 -1.9 -0.5 -0.145
N -1.1484 -2.2509 0.8672 1.3 2.4 1.1 -0.033
O 0.0599 0.0863 -0.3040 -0.1 -0.3 -0.4 -0.016
F -2.0905 2.0888 1.6891 1.4 -0.7 -0.4 -0.031
H 0.3448 -0.0146 -1.2571 -0.7 0.9 1.5 0.137
```
Forces are in eV/Å.

Calculated values
**E_HOMO**: -4.44 eV
**Orbital gap**: 7.343 eV
**Total charge**: -1
**F_max**: 4.787 eV/A

***

Below is a gas-phase ion, C3HFNO2S (charge -1) at a distorted geometry, with properties calculated with ωB97M-V/def2-TZVPD.

Geometry as XYZ:
```
9
Properties=species:S:1:pos:R:3:forces:R:3:lowdin_charge:R:1
O -1.4478 1.3838 0.6290 -1.0 -0.1 -0.3 0.030
C -0.8542 0.4262 0.1709 1.8 1.1 -0.6 -0.482
N -0.3940 0.3382 -1.1446 -2.2 1.2 -0.3 -0.337
S 0.8414 -0.6874 -1.6577 0.1 -1.0 2.0 0.756
C 1.1798 -0.9921 0.1358 -1.4 -3.0 0.9 -0.593
F 1.9051 0.0698 0.5454 3.2 2.9 0.8 -0.160
C -0.0434 -0.5523 1.0459 -0.9 -1.9 -2.2 -0.346
O -0.3771 -0.8462 2.1754 0.9 0.4 -1.0 0.061
H -0.8098 0.8601 -1.9002 -0.5 0.5 0.6 0.072
```
Forces are in eV/Å.

Calculated values
**SMILES**: O=c1[nH]sc(F)c1[O-]
**E_HOMO (spin up / spin down)**: -2.66 / -2.66 eV
**Orbital gap (spin up / spin down)**: 5.976 / 5.976 eV
**Total charge**: -1
**F_max**: 4.397 eV/A

***

The following E values (in eV) correspond, in order, to the records above: -32737.442; -22462.361; -22462.623; -12097.810; -32914.985; -18760.556; -22966.837; -10134.817; -15339.159; -22263.141.
The following energy relative to the best compared isomer or geometry (same formula, charge and spin) values (in kJ/mol) correspond, in order, to the records above: 141.6; 95.2; 70.0; 56.7; 0.0; 0.0; 9.2; 0.0; 203.2; 262.0.